# 1
The following is a DFT calculation (ωB97M-V with the def2-TZVPD basis set) of a structure of composition C22H42ClN2OP2W at a distorted geometry.

```
71
Properties=species:S:1:pos:R:3
W 0.2996 0.0020 -0.1474
P 0.9367 2.3322 -0.0960
P -0.0041 -2.3902 -0.6856
N 1.5337 -0.0666 -1.7916
C 2.1880 2.2824 -1.4463
H 2.2386 3.2587 -1.9658
H 3.1661 2.0537 -0.9925
C 1.9261 1.1844 -2.4513
H 1.2260 1.5134 -3.2390
H 2.8524 0.9195 -2.9942
C 1.4610 -1.1821 -2.7408
H 2.4422 -1.1657 -3.2450
H 0.7317 -1.0261 -3.5511
C 1.2405 -2.5007 -2.0377
H 2.2082 -2.7765 -1.5912
H 0.9591 -3.2695 -2.7798
C -1.5323 -2.9607 -1.6157
C -2.8690 -2.6089 -0.9602
H -3.6735 -2.9687 -1.6193
H -3.0156 -1.5281 -0.8508
H -3.0219 -3.1156 0.0050
C 0.7147 -3.6288 0.5072
C -0.1351 -3.8903 1.7535
H 0.3435 -4.6819 2.3511
H -1.1482 -4.2501 1.5133
H -0.1945 -3.0075 2.4028
C 2.0227 2.8714 1.3095
C 1.2818 3.1201 2.6251
H 2.0006 3.4981 3.3695
H 0.8561 2.1949 3.0360
H 0.4932 3.8838 2.5267
C -0.2183 3.6238 -0.7944
C -1.6177 3.6479 -0.1762
H -2.2029 4.4275 -0.6897
H -1.6037 3.9256 0.8896
H -2.1586 2.7031 -0.3154
C -1.3017 0.4304 -1.2387
O -2.2049 0.6894 -1.9603
C 1.1650 -4.9531 -0.1341
H 0.3082 -5.5520 -0.4611
H 1.8548 -4.8111 -0.9709
H 1.6886 -5.5312 0.6394
C 2.9587 4.0508 0.9838
H 3.6213 4.1886 1.8497
H 3.5850 3.8684 0.1052
H 2.3948 4.9808 0.8504
C 0.3851 5.0327 -0.7997
H -0.3050 5.6964 -1.3407
H 0.4853 5.4238 0.2217
H 1.3493 5.0839 -1.3155
C -1.4929 -4.4442 -1.9905
H -1.5973 -5.0774 -1.1007
H -2.3493 -4.6549 -2.6456
H -0.5937 -4.7268 -2.5455
H -1.4577 -2.3727 -2.5504
H -0.3274 3.2960 -1.8471
H 1.6215 -3.0820 0.8324
H 2.6465 1.9667 1.4410
H 1.9201 0.0044 -0.3822
H 1.3380 -0.4388 1.0653
Cl -3.5870 -2.5388 3.1748
C -2.7957 -1.0599 2.8518
C -3.0742 0.0844 3.5756
C -2.4031 1.2399 3.2534
C -1.4847 1.2446 2.2161
N -1.2357 0.1236 1.5169
C -1.8688 -1.0278 1.8354
H -3.8023 0.0389 4.3819
H -2.5696 2.1694 3.7794
H -0.9254 2.1703 1.9500
H -1.6727 -1.9373 1.2466
```

* total charge: +3
* gap between HOMO and LUMO (alpha / beta): 5.59 / 5.29 eV
* calculated total energy: -2257.07234 Ha
* E_LUMO (alpha / beta): -0.467 / -0.478 Ha
* spin multiplicity: 3
* ΔE to the lowest compared entry with this formula, charge and spin: 228.46 kJ/mol
* F_max: 10.50 eV Å⁻¹
* highest occupied orbital energy (alpha / beta): -0.6720 / -0.6726 Ha

---

# 2
The following is a DFT calculation (ωB97M-V with the def2-TZVPD basis set) of an isolated molecule of C6H8O2 at a distorted geometry.

```
16
Properties=species:S:1:pos:R:3
C 2.4291 -0.4833 -0.1320
C 1.1320 -0.5707 0.0520
O 0.2447 -1.6010 -0.0638
C -1.2581 -1.0080 0.0971
C -1.5967 0.5396 -0.0865
C -0.2086 1.0984 -0.4957
O 0.6953 2.1081 -0.0016
C 0.5314 0.6962 0.5560
H 2.9442 -1.4689 -0.2580
H 2.7559 0.6033 -0.0765
H -1.7445 -1.4168 1.0416
H -1.8958 -1.6593 -0.6011
H -1.9063 1.2249 0.7493
H -2.4697 0.3604 -0.8795
H 0.1721 0.7141 -1.5769
H 0.1747 0.8630 1.6755
```

* total charge: 0
* gap between HOMO and LUMO: 9.45 eV
* calculated total energy: -383.64840 Ha
* E_LUMO: 0.032 Ha
* ΔE to the lowest compared entry with this formula, charge and spin: 687.13 kJ/mol
* SMILES: C=C1OCC[C@H]2O[C@H]12
* F_max: 6.37 eV Å⁻¹
* highest occupied orbital energy: -0.3148 Ha

---

# 3
The following is a DFT calculation (ωB97M-V with the def2-TZVPD basis set) of a cluster of 2 separate species, C2H4ClI in total at a distorted geometry.

```
8
Properties=species:S:1:pos:R:3
C -0.4938 0.0309 -0.7258
C 0.3370 -0.0123 0.5357
Cl -0.4924 -0.8950 1.8007
I 2.3958 -0.5837 0.2379
H -0.4185 1.0607 -1.1822
H -1.5136 -0.2581 -0.4466
H -0.0269 -0.7036 -1.3983
H 0.2125 1.3610 1.1786
```

* total charge: 0
* gap between HOMO and LUMO (alpha / beta): 6.53 / 6.06 eV
* calculated total energy: -836.27140 Ha
* E_LUMO (alpha / beta): 0.024 / -0.139 Ha
* spin multiplicity: 3
* ΔE to the lowest compared entry with this formula, charge and spin: 297.42 kJ/mol
* F_max: 6.77 eV Å⁻¹
* highest occupied orbital energy (alpha / beta): -0.2154 / -0.3612 Ha

---

# 4
The following is a DFT calculation (ωB97M-V with the def2-TZVPD basis set) of a structure of composition C16H26Br4F9FeO6 at a distorted geometry.

```
62
Properties=species:S:1:pos:R:3
Fe 18.6392 0.7683 2.0500
C 19.4253 -1.1115 -3.1320
O 19.3144 -1.7302 -1.8213
O 20.2790 -0.0598 -2.9640
C 19.7663 -2.1605 -4.2457
F 18.5964 -2.7249 -4.7280
F 20.2704 -1.6607 -5.3819
F 20.5348 -3.2144 -3.8563
C 18.3318 -2.7734 -1.7278
C 18.4818 -3.5288 -0.4009
H 19.3006 -4.2489 -0.4135
H 18.5916 -2.8172 0.4178
H 17.5966 -4.1488 -0.2340
H 18.4198 -3.4458 -2.5806
H 17.3412 -2.3046 -1.7110
H 18.4780 -0.5937 -3.3272
C 17.0148 -0.3398 3.7250
O 16.7624 -0.0599 2.3203
O 18.2665 0.1819 3.9612
C 15.8644 -0.0155 4.7328
F 14.8765 -0.9322 4.5972
F 16.1795 -0.1084 6.0370
F 15.3320 1.1950 4.4953
C 15.6887 -0.7938 1.6948
C 15.5264 -0.1179 0.3608
H 15.0047 0.8363 0.2822
H 16.4760 -0.0161 -0.1730
H 14.9777 -0.7662 -0.3311
H 14.7845 -0.7582 2.2977
H 15.9430 -1.8180 1.4129
H 17.0603 -1.4272 3.8869
C 18.6759 2.8089 0.0868
O 18.1715 2.8477 1.4531
O 19.0028 1.5034 -0.0557
C 17.7661 3.5407 -0.9629
F 18.4478 3.5064 -2.1196
F 16.5418 3.0463 -1.1108
F 17.7347 4.8724 -0.7003
C 17.7626 4.0818 2.0294
C 17.4379 3.6680 3.4415
H 16.9937 4.5562 3.8991
H 16.7816 2.7997 3.4056
H 18.3375 3.4040 3.9990
H 16.9067 4.6214 1.6210
H 18.5689 4.8205 2.0950
H 19.5748 3.4395 0.0611
Br 17.4291 -2.2995 8.0468
C 17.4448 -3.4714 6.4761
C 16.0309 -3.9268 6.1256
Br 15.8911 -4.7706 4.3912
H 18.1178 -4.3063 6.6390
H 17.7293 -2.8289 5.6459
H 15.3293 -3.1104 6.3120
H 15.5701 -4.5943 6.8577
Br 14.0068 3.9270 2.1503
C 12.8995 4.4971 3.6897
C 13.7732 4.6675 4.9435
Br 14.2626 6.5269 5.1934
H 12.2347 3.6396 3.7407
H 12.3530 5.4123 3.4847
H 14.6045 3.9667 4.9538
H 13.1618 4.3803 5.7992
```

* total charge: -1
* gap between HOMO and LUMO (alpha / beta): 4.76 / 4.58 eV
* calculated total energy: -13535.22432 Ha
* E_LUMO (alpha / beta): 0.066 / 0.059 Ha
* spin multiplicity: 5
* ΔE to the lowest compared entry with this formula, charge and spin: 208.12 kJ/mol
* F_max: 5.05 eV Å⁻¹
* highest occupied orbital energy (alpha / beta): -0.1091 / -0.1090 Ha

---

# 5
The following is a DFT calculation (ωB97M-V with the def2-TZVPD basis set) of a structure of composition C49H29Cl7N5OPbS2 at a distorted geometry.

```
94
Properties=species:S:1:pos:R:3
Pb 0.0028 -0.0700 0.5877
Cl 4.6453 6.6163 -4.2659
C 3.8808 5.2322 -3.5444
C 2.6692 5.3831 -2.8928
C 2.0678 4.2738 -2.3247
C 2.6631 3.0154 -2.3996
C 3.8671 2.8857 -3.0888
C 4.4852 3.9911 -3.6502
C 1.9880 1.8663 -1.7487
C 2.6988 1.1027 -0.8165
C 4.1014 1.2389 -0.5149
C 4.4256 0.2373 0.3365
C 3.2151 -0.5007 0.6065
C 3.1189 -1.6103 1.4618
C 4.3458 -1.9908 2.2094
C 4.9689 -1.0812 3.0633
C 6.0961 -1.4385 3.7850
C 6.6011 -2.7221 3.6614
Cl 7.9917 -3.1899 4.5917
C 6.0042 -3.6450 2.8193
C 4.8819 -3.2724 2.0974
C 1.9639 -2.3651 1.7172
N 0.7547 -2.1999 1.1272
C -0.1190 -3.0596 1.7136
C -1.4837 -3.1787 1.4088
C -2.2807 -4.1771 2.1652
C -3.4292 -3.7757 2.8492
C -4.1778 -4.6825 3.5809
C -3.7674 -6.0035 3.6466
Cl -4.6832 -7.1404 4.5855
C -2.6394 -6.4323 2.9681
C -1.9052 -5.5185 2.2297
C -2.1793 -2.4494 0.4231
C -3.5037 -2.7627 -0.0527
C -3.7748 -1.9006 -1.0653
C -2.6179 -1.0553 -1.2255
N -1.6934 -1.4007 -0.2893
C -2.4580 -0.0807 -2.2236
C -1.3183 0.7135 -2.4140
C -1.0903 1.5473 -3.5691
C 0.1324 2.1106 -3.4133
C 0.6760 1.6022 -2.1792
N -0.2223 0.7627 -1.6105
C -3.5531 0.0670 -3.2189
C -4.1616 1.3028 -3.4328
C -5.1972 1.4448 -4.3418
C -5.6321 0.3378 -5.0500
Cl -6.9551 0.4970 -6.1631
C -5.0297 -0.8974 -4.8791
C -3.9912 -1.0236 -3.9707
C 0.5736 -3.8100 2.7361
C 1.8591 -3.3894 2.7314
N 2.1984 0.0556 -0.1041
H 2.2064 6.3569 -2.8198
H 1.1350 4.3779 -1.7860
H 4.3108 1.9055 -3.2050
H 5.4276 3.8913 -4.1709
H 4.7493 2.0061 -0.8974
H 5.3965 0.0210 0.7465
H 4.5499 -0.0895 3.1726
H 6.5708 -0.7284 4.4476
H 6.4085 -4.6442 2.7350
H 4.4138 -3.9845 1.4303
H -3.7216 -2.7345 2.8166
H -5.0659 -4.3646 4.1091
H -2.3340 -7.4679 3.0240
H -1.0291 -5.8452 1.6856
H -4.1276 -3.5583 0.3170
H -4.6800 -1.8435 -1.6443
H -1.7547 1.6449 -4.4106
H 0.6533 2.7555 -4.1003
H -3.8195 2.1618 -2.8724
H -5.6706 2.4059 -4.4873
H -5.3742 -1.7529 -5.4435
H -3.4988 -1.9793 -3.8491
H 0.1259 -4.5279 3.4004
H 2.6501 -3.7205 3.3816
Cl -4.0723 4.3912 -0.8879
C -4.1494 3.1342 0.3742
Cl -5.3553 1.8953 -0.1400
Cl -4.6871 3.8510 1.9045
C -2.8729 2.5024 0.5586
N -1.8366 2.0319 0.7374
C -0.4133 0.1634 2.7912
H -1.5058 0.0140 2.8539
H -0.2457 1.2230 3.0243
C -0.5696 5.6699 1.9176
O 0.8075 5.7673 1.5841
C 1.4522 4.6459 1.1743
S 3.0987 4.7784 0.9828
S 0.5680 3.2273 0.8727
H -0.8843 6.6712 2.2089
H -0.7161 4.9728 2.7459
H -1.1532 5.3153 1.0646
```

* total charge: -1
* gap between HOMO and LUMO: 4.78 eV
* calculated total energy: -6444.20145 Ha
* E_LUMO: 0.027 Ha
* ΔE to the lowest compared entry with this formula, charge and spin: 378.88 kJ/mol
* F_max: 1.50 eV Å⁻¹
* highest occupied orbital energy: -0.1489 Ha

---

# 6
The following is a DFT calculation (ωB97M-V with the def2-TZVPD basis set) of a cluster of 8 separate species, C35H85B3Br2O12 in total at a distorted geometry.

```
137
Properties=species:S:1:pos:R:3
C -0.9990 0.9474 9.4277
C -0.3949 0.2977 8.0344
O -0.1847 1.4206 7.0627
C -1.3536 1.3244 6.1731
C -1.3757 2.5083 4.9917
B -1.8591 1.7276 3.6116
O -0.9569 1.7048 2.4066
B -1.3926 0.4386 1.7179
O -0.5915 -0.8042 1.7683
C 0.8538 -0.5341 1.8119
C 1.4619 -0.2285 3.3035
C 1.4181 -1.5018 4.3435
C 3.0453 0.2509 3.0528
C 3.1715 1.9149 3.1101
C 3.0268 2.5162 4.6294
C 4.6867 2.2996 2.5298
O -2.7302 0.5521 1.0337
B -3.5553 1.2540 2.0665
C -4.7806 2.3037 1.7548
Br -5.7557 1.9114 0.0102
C -5.8496 2.4718 3.0299
C -5.2084 3.3173 4.2947
Br -6.5319 0.6409 3.6101
O -3.1558 0.9736 3.4866
H -0.2775 0.7308 10.3237
H -1.2223 2.0881 9.2466
H -2.0558 0.4424 9.6391
H 0.5629 -0.3581 8.1817
H -1.2417 -0.4399 7.6355
H -2.3784 1.2566 6.7364
H -1.2378 0.2936 5.5824
H -0.2766 2.9117 4.7600
H -2.0812 3.4039 5.2629
H 1.0431 0.3626 1.0474
H 1.4226 -1.4893 1.3942
H 0.9535 0.6782 3.8653
H 2.1748 -2.3790 4.0546
H 1.7443 -1.1855 5.4476
H 0.3165 -1.9282 4.4676
H 3.3279 -0.0625 1.9408
H 3.7024 -0.2798 3.8641
H 2.3215 2.4027 2.4477
H 2.4274 3.5392 4.6312
H 4.0732 2.7412 5.1065
H 2.4153 1.8001 5.3629
H 4.8217 3.4701 2.4100
H 5.5218 1.9736 3.3169
H 4.9214 1.7262 1.5352
H -4.3191 3.3889 1.6046
H -6.8252 3.0718 2.6985
H -4.5644 2.5909 4.9887
H -6.0009 3.8168 4.9957
H -4.4270 4.1122 3.8819
C 4.9641 -3.5430 -0.6618
C 5.1778 -2.8208 0.6590
C 5.5744 -3.7889 1.7621
O 3.9765 -2.1492 1.0295
H 4.1573 -4.2799 -0.5795
H 4.6671 -2.8357 -1.4435
H 5.8755 -4.0572 -0.9825
H 5.9559 -2.0591 0.5403
H 4.7891 -4.5346 1.9303
H 5.7127 -3.2570 2.7095
H 6.5041 -4.3105 1.5142
H 3.2798 -2.8179 1.1371
C -4.6344 4.2236 -3.4102
C -3.1360 3.9815 -3.3225
C -2.7575 2.6310 -3.9094
O -2.7283 4.0343 -1.9578
H -5.1878 3.4647 -2.8457
H -4.8938 5.1937 -2.9730
H -4.9771 4.2049 -4.4495
H -2.6029 4.7767 -3.8548
H -3.2444 1.8156 -3.3626
H -1.6780 2.4652 -3.8283
H -3.0439 2.5646 -4.9637
H -3.1967 3.3315 -1.4773
C 5.4171 -8.3728 -3.2196
C 5.2673 -6.9225 -2.7889
C 5.0737 -6.0059 -3.9863
O 6.4307 -6.5209 -2.0700
H 6.2938 -8.5017 -3.8643
H 5.5681 -9.0194 -2.3486
H 4.5310 -8.7171 -3.7620
H 4.4132 -6.8266 -2.1098
H 5.9383 -6.0508 -4.6582
H 4.9797 -4.9640 -3.6620
H 4.1773 -6.2791 -4.5516
H 7.1944 -6.6029 -2.6652
C -2.8906 -2.0962 -2.6251
C -1.9033 -1.0657 -3.1494
C -0.4696 -1.4608 -2.8333
O -2.1850 0.2009 -2.5596
H -2.8187 -2.1890 -1.5356
H -3.9189 -1.7927 -2.8488
H -2.7102 -3.0788 -3.0721
H -2.0250 -0.9572 -4.2326
H -0.3119 -1.5311 -1.7511
H 0.2291 -0.7040 -3.2057
H -0.2166 -2.4244 -3.2866
H -2.0795 0.1140 -1.5976
C -4.4200 6.9853 -6.7642
C -3.7829 6.1262 -7.8446
C -4.0417 4.6479 -7.6017
O -2.3774 6.3620 -7.8676
H -4.0048 6.7471 -5.7784
H -4.2151 8.0459 -6.9450
H -5.5041 6.8386 -6.7313
H -4.1794 6.4133 -8.8246
H -3.6131 4.3268 -6.6456
H -3.5669 4.0411 -8.3802
H -5.1144 4.4311 -7.5940
H -2.0167 6.1099 -7.0013
C 7.6358 0.1404 -0.4136
C 6.9220 1.2652 -1.1462
C 7.7221 1.7384 -2.3493
O 6.7214 2.3578 -0.2532
H 8.6096 0.4737 -0.0374
H 7.0546 -0.1817 0.4570
H 7.7912 -0.7218 -1.0695
H 5.9339 0.9231 -1.4726
H 8.6989 2.1283 -2.0417
H 7.2021 2.5563 -2.8596
H 7.8800 0.9241 -3.0634
H 7.5936 2.6682 0.0419
C -8.0623 -4.4874 -1.5684
C -6.5884 -4.8580 -1.5265
C -5.8290 -3.9987 -0.5283
O -6.0217 -4.6880 -2.8232
H -8.1956 -3.4450 -1.8793
H -8.5939 -5.1053 -2.2999
H -8.5313 -4.6225 -0.5889
H -6.4821 -5.9147 -1.2584
H -5.8832 -2.9390 -0.8023
H -4.7675 -4.2682 -0.5179
H -6.2311 -4.1192 0.4824
H -6.1116 -3.7524 -3.0696
```

* total charge: 0
* gap between HOMO and LUMO: 9.93 eV
* calculated total energy: -7510.00404 Ha
* E_LUMO: 0.004 Ha
* SMILES: CCOCCB1OB(OC[C@@H](C)CC(C)C)OB([C@@H](Br)[C@H](C)Br)O1.CC(C)O.CC(C)O.CC(C)O.CC(C)O.CC(C)O.CC(C)O.CC(C)O
* F_max: 4.59 eV Å⁻¹
* highest occupied orbital energy: -0.3606 Ha

---

# 7
The following is a DFT calculation (ωB97M-V with the def2-TZVPD basis set) of a structure of composition C20H28CoNO3 at a distorted geometry.

```
53
Properties=species:S:1:pos:R:3
O 0.5444 0.3124 -4.5487
C 0.3593 1.6209 -5.2151
C 0.1172 1.0261 -6.6136
H 1.2762 2.2289 -5.1635
H -0.5205 2.1495 -4.8158
C 0.3415 -0.3254 -5.8553
H 0.8998 1.2811 -7.3465
H -0.9088 1.1777 -6.9861
C 1.5764 -1.0666 -6.3486
H 2.4534 -0.4073 -6.3860
H 1.3819 -1.4525 -7.3595
H 1.7800 -1.9116 -5.6801
C -0.8871 -1.2217 -5.8616
H -1.7801 -0.6684 -5.5422
H -0.7139 -2.0630 -5.1787
H -1.0488 -1.6108 -6.8769
Co -0.1920 -0.2440 4.0376
C -2.1002 -0.4325 4.5846
C -1.9258 1.0152 4.7316
C -1.9223 1.5813 3.4259
H -2.0173 1.5952 5.6643
C -2.2449 0.5556 2.4841
C -2.2934 -0.6707 3.1583
H -2.6258 -1.6415 2.7607
H -2.2576 -1.1799 5.3870
H -1.7217 2.6289 3.2133
H -2.5088 0.7122 1.4422
C 1.4258 -1.7931 4.8990
C 0.3901 -2.2822 4.0090
C 0.8595 -2.0090 2.6682
H -0.4493 -2.9368 4.2818
C 1.9806 -1.2055 2.7519
C 2.2630 -0.9447 4.1410
H 3.0082 -0.2109 4.4874
H 1.5537 -2.1293 5.9054
H 0.5097 -2.5670 1.7921
H 2.6271 -0.9188 1.9132
O 0.2971 0.5826 1.2458
C -0.0484 -0.2739 0.1394
C -0.3415 0.6209 -1.0639
H -0.8994 -0.9192 0.4143
H 0.8066 -0.9442 -0.0550
C 0.5626 1.8244 -0.7822
H -1.3992 0.9319 -1.0006
H -0.1345 0.1429 -2.0276
C 0.4927 1.9196 0.7416
H 0.2405 2.7413 -1.2830
H 1.5997 1.5722 -1.0746
H -0.3474 2.5606 1.0542
H 1.4068 2.3322 1.1853
O -0.0867 0.0969 8.0083
C 0.1776 0.3078 6.8532
N 0.4440 0.5119 5.6845
```

* total charge: -1
* gap between HOMO and LUMO (alpha / beta): 5.10 / 5.48 eV
* calculated total energy: -2442.02047 Ha
* E_LUMO (alpha / beta): 0.076 / 0.076 Ha
* spin multiplicity: 4
* F_max: 4.60 eV Å⁻¹
* highest occupied orbital energy (alpha / beta): -0.1114 / -0.1254 Ha